Molecular formula: CHF4GdNO5S2
Method: DFT, the ωB97M-V functional and the def2-TZVPD basis

- 2S+1: 8
- Total charge: +1
- Electronic energy: -66140.62592 eV
- Lowest unoccupied orbital energy (spin up / spin down): -6.41 / -8.37 eV

The geometry in XYZ format:
```
15
Properties=species:S:1:pos:R:3:lowdin_charge:R:1
N 0.9860 -0.2023 -1.3853 -0.3046
S 1.8938 1.0265 -0.4916 0.5134
O 3.2797 0.5521 -0.6923 -0.3510
O 1.5746 2.3121 -1.1546 -0.3389
S -0.4522 -0.6011 -1.3774 0.8117
O -0.6911 -2.0713 -0.5414 -0.1367
O -1.1471 -0.9548 -2.6013 -0.2032
C -1.6518 0.5170 -0.4203 -0.6937
F -1.0407 1.0619 0.6072 0.0796
F -2.0968 1.4407 -1.2372 0.2129
F -2.6467 -0.2376 -0.0117 0.2007
F 0.5213 -2.4354 0.0567 -0.0641
Gd 1.3236 1.0141 2.3033 1.7897
O 0.1894 -0.2522 3.5476 -0.5083
H -0.0420 -1.1698 3.3983 -0.0074
```



Molecular formula: C15H11NO3S
Method: DFT, the ωB97M-V functional and the def2-TZVPD basis

- 2S+1: 1
- ΔE to the lowest compared entry with this formula, charge and spin: 10.3 kcal per mole
- Electronic energy: -34201.70547 eV
- SMILES string: O=C(O)c1oc2ccccc2c1CSc1ccccn1
- Lowest unoccupied orbital energy: 0.12 eV

The geometry in XYZ format:
```
31
Properties=species:S:1:pos:R:3:lowdin_charge:R:1
O -2.5813 -2.7409 1.4217 0.1344
C -1.9365 -2.3348 0.4895 -0.4580
O -1.3452 -3.1583 -0.3948 0.0737
C -1.7088 -0.9243 0.1687 -0.1145
O -2.3949 -0.0035 0.9002 0.1346
C -2.0354 1.2065 0.4352 -0.1899
C -2.4840 2.4456 0.8734 0.0105
C -1.9738 3.5568 0.2372 -0.0802
C -1.0480 3.4438 -0.8058 -0.0882
C -0.6023 2.2183 -1.2423 -0.0333
C -1.0977 1.0768 -0.6105 -0.1170
C -0.8954 -0.3290 -0.7687 -0.1522
C 0.0409 -0.9778 -1.7120 -0.3670
S 1.3613 -1.8958 -0.8323 0.9919
C 2.2566 -0.5736 -0.0993 -0.5888
C 3.3103 -0.8709 0.7671 -0.0924
C 3.9930 0.1837 1.3359 -0.0706
C 3.6063 1.4848 1.0299 -0.0667
C 2.5503 1.6619 0.1552 -0.1301
N 1.8912 0.6593 -0.4022 0.0572
H -1.4935 -4.0791 -0.1278 0.1402
H -3.1997 2.5210 1.6756 0.1180
H -2.2958 4.5391 0.5484 0.1024
H -0.6805 4.3446 -1.2747 0.1006
H 0.1159 2.1347 -2.0417 0.1104
H -0.4516 -1.7409 -2.3134 0.0834
H 0.5307 -0.2376 -2.3406 0.0785
H 3.5642 -1.8984 0.9724 0.1010
H 4.8144 0.0000 2.0130 0.1073
H 4.1133 2.3331 1.4610 0.0988
H 2.2010 2.6482 -0.1214 0.1060
```



Molecular formula: C10H8F2O3
Method: DFT, the ωB97M-V functional and the def2-TZVPD basis

- 2S+1: 1
- ΔE to the lowest compared entry with this formula, charge and spin: 80.3 kcal per mole
- Electronic energy: -22072.87826 eV
- Lowest unoccupied orbital energy (spin up / spin down): -1.86 / -0.06 eV

The geometry in XYZ format:
```
23
Properties=species:S:1:pos:R:3:lowdin_charge:R:1
C 3.5201 0.7529 0.2968 -0.1034
C 2.8396 0.5139 -0.9048 -0.0670
C 2.9367 0.3672 1.4952 -0.0849
C 1.6707 -0.2565 -0.8905 -0.0149
C 1.6289 -0.1296 1.5229 -0.0031
C 0.9683 -0.5096 0.3117 -0.1634
C -2.9670 0.5510 -0.1310 -0.4570
C -2.3190 -1.5711 -0.7135 -0.1640
C -2.8741 1.8358 -0.6530 0.0729
C -0.2542 -1.1075 0.3547 -0.3496
O -3.2339 0.2019 1.0237 0.1092
O -2.6964 -0.3356 -1.1567 0.0108
O -0.8970 -1.5759 -0.6419 0.0873
F -3.0641 2.9628 0.1226 0.0284
F -0.8987 -1.2954 1.5152 0.1218
H 4.5079 1.1036 0.3370 0.0812
H 3.2352 0.7648 -1.8423 0.0823
H 3.6385 0.4918 2.3524 0.1163
H 1.2665 -0.7187 -1.7823 0.1112
H 1.1319 -0.3759 2.4073 0.0880
H -2.9085 -1.7186 0.2618 0.1656
H -2.5996 -2.2145 -1.6206 0.1751
H -2.6316 2.2632 -1.6649 0.1574
```



Molecular formula: C24H23F12N2O7SeTc
Method: DFT, the ωB97M-V functional and the def2-TZVPD basis

- 2S+1: 1
- ΔE to the lowest compared entry with this formula, charge and spin: 18.7 kcal per mole
- Electronic energy: -142725.75142 eV
- Lowest unoccupied orbital energy: -1.25 eV

The geometry in XYZ format:
```
70
Properties=species:S:1:pos:R:3:lowdin_charge:R:1
Tc 0.7222 -1.0770 1.3866 1.7995
C 3.7851 1.8211 -4.0809 -0.0331
C 2.8199 1.4283 -3.0063 -0.2372
C 2.1155 2.3681 -2.2692 -0.0045
C 1.2316 1.9601 -1.2879 -0.0454
C 1.0084 0.6173 -0.9929 -0.1097
N -0.0041 0.2800 0.0331 -0.0935
C -1.4350 0.3602 -0.3563 -0.0907
C -1.7743 1.3901 -1.2256 -0.0093
C -3.0909 1.6903 -1.5391 -0.0104
C -4.1208 0.9609 -0.9729 -0.2466
C -5.5584 1.2486 -1.2704 -0.0361
C -3.7767 -0.1019 -0.1490 0.0372
C -2.4674 -0.4549 0.1604 -0.0314
C -2.2415 -1.7665 0.9281 -0.3060
O -1.0726 -1.8006 1.6175 -0.2464
C -2.3575 -2.9689 -0.0606 -0.5331
F -1.8929 -2.6625 -1.2698 0.1671
F -3.6280 -3.3740 -0.2445 0.1613
F -1.6721 -4.0306 0.3904 0.1626
C -3.2773 -1.9799 2.0803 -0.5387
F -4.5798 -2.1096 1.7325 0.1251
F -3.2178 -0.9463 2.9298 0.1681
F -2.9629 -3.0946 2.7517 0.1727
C 1.7670 -0.3388 -1.6799 -0.0478
C 2.6382 0.0955 -2.6761 0.0347
C 1.7861 -1.8121 -1.3276 -0.3027
O 0.9522 -2.1454 -0.2939 -0.2369
C 3.2771 -2.2851 -1.0217 -0.5135
F 4.0956 -1.3157 -0.6124 0.1631
F 3.8917 -2.8280 -2.0973 0.1464
F 3.2619 -3.2538 -0.0818 0.1427
C 1.2957 -2.6396 -2.5544 -0.5431
F 1.3002 -3.9494 -2.2667 0.1756
F 0.0561 -2.2872 -2.8967 0.1692
F 2.0312 -2.4641 -3.6719 0.1404
H 3.7069 2.8822 -4.3121 0.0784
H 3.6020 1.2559 -4.9943 0.0880
H 4.8091 1.6166 -3.7670 0.0914
H 2.2538 3.4247 -2.4556 0.1211
H 0.7125 2.7138 -0.7252 0.0829
H -1.0018 1.9839 -1.6798 0.0997
H -3.3026 2.5062 -2.2165 0.1191
H -5.6814 2.2511 -1.6765 0.0790
H -6.1703 1.1623 -0.3734 0.0862
H -5.9450 0.5387 -2.0024 0.0912
H -4.5793 -0.7052 0.2395 0.1234
H 3.2296 -0.6438 -3.1989 0.1304
O 1.1936 -3.2570 2.0072 -0.0837
H 0.3450 -3.6844 1.8080 0.0783
H 1.8034 -3.5361 1.3054 0.0654
O 0.8034 -1.0425 3.3517 -0.6699
Se 2.3222 -1.2295 4.1362 1.2022
O 2.6114 0.1545 4.8833 -0.5472
O 2.5955 -0.8890 1.3890 -0.3888
O 3.3004 -1.1103 2.5940 -0.4186
C -0.0452 1.8065 3.4856 -0.0343
C 0.3254 2.0218 2.0154 -0.5416
C -0.7269 2.9812 1.4477 -0.0232
C 1.7645 2.5288 1.9282 -0.0030
N 0.2231 0.6852 1.3692 -0.1053
H -0.1010 2.7886 3.9565 0.0959
H 0.6977 1.2259 4.0184 0.0414
H -1.0150 1.3213 3.5714 0.0947
H -0.7546 3.8567 2.0980 0.0947
H -1.7129 2.5203 1.4657 0.0923
H -0.5376 3.3517 0.4458 0.0618
H 1.8178 3.5095 2.4012 0.0988
H 2.1237 2.6225 0.9111 0.0642
H 2.4265 1.8536 2.4687 0.0853
```



Molecular formula: C7H8O
Method: DFT, the ωB97M-V functional and the def2-TZVPD basis

- 2S+1: 1
- ΔE to the lowest compared entry with this formula, charge and spin: 38.4 kcal per mole
- Electronic energy: -9434.57838 eV
- SMILES string: C/C=C1/CC=CC1=O
- Lowest unoccupied orbital energy: 0.25 eV

The geometry in XYZ format:
```
16
Properties=species:S:1:pos:R:3:lowdin_charge:R:1
C -1.8746 1.0776 -1.6613 -0.0850
C -0.4249 1.0521 -1.2731 -0.1257
C 0.1853 0.3566 -0.3442 -0.1802
C 1.6618 0.5508 -0.0124 -0.1522
C 1.8298 -0.3516 1.1658 -0.0859
C 0.7809 -1.1103 1.3860 -0.0425
C -0.3819 -0.7256 0.6023 -0.3401
O -1.5224 -1.1695 0.5870 0.0655
H -2.2111 0.0710 -1.1786 0.0979
H -2.3954 2.0199 -1.3916 0.0814
H -1.9014 1.0300 -2.8078 0.0927
H 0.2209 1.7502 -1.8655 0.1231
H 2.3997 0.1694 -0.7801 0.1391
H 1.9103 1.6378 0.2812 0.1453
H 2.8128 -0.5087 1.7248 0.1387
H 0.6845 -1.9117 2.1420 0.1281
```



Molecular formula: CH3N
Method: DFT, the ωB97M-V functional and the def2-TZVPD basis

- 2S+1: 1
- ΔE to the lowest compared entry with this formula, charge and spin: 3.3 kcal per mole
- Electronic energy: -2574.68655 eV
- SMILES string: C=N
- Lowest unoccupied orbital energy: 1.21 eV

The geometry in XYZ format:
```
5
Properties=species:S:1:pos:R:3:lowdin_charge:R:1
C 0.3002 0.1610 0.1988 -0.1432
N -0.6440 -0.7125 0.1803 0.0068
H 0.7492 0.5002 1.1188 0.0486
H 0.5765 0.6954 -0.6968 0.0499
H -0.9819 -0.6441 -0.8010 0.0379
```